{
  "formula": "C38H75Cl22FNO4S",
  "method": "ωB97M-V/def2-TZVPD",
  "symbols": ["C", "C", "C", "C", "C", "C", "C", "C", "C", "O", "C", "C", "C", "O", "C", "O", "C", "C", "C", "F", "C", "S", "C", "C", "N", "C", "C", "C", "C", "C", "C", "C", "O", "C", "H", "H", "H", "H", "H", "H", "H", "H", "H", "H", "H", "H", "H", "H", "H", "H", "H", "H", "H", "H", "H", "H", "H", "H", "H", "H", "H", "H", "H", "H", "H", "H", "H", "H", "H", "H", "H", "H", "H", "H", "H", "H", "H", "H", "H", "H", "H", "H", "H", "H", "H", "H", "H", "C", "Cl", "Cl", "H", "H", "C", "Cl", "Cl", "H", "H", "C", "Cl", "Cl", "H", "H", "C", "Cl", "Cl", "H", "H", "C", "Cl", "Cl", "H", "H", "C", "Cl", "Cl", "H", "H", "C", "Cl", "Cl", "H", "H", "C", "Cl", "Cl", "H", "H", "C", "Cl", "Cl", "H", "H", "C", "Cl", "Cl", "H", "H", "C", "Cl", "Cl", "H", "H"],
  "xyz": [[5.08893, -2.95841, 5.71257], [6.32128, -2.11889, 5.00807], [7.29812, -3.04132, 4.05634], [6.52696, -3.68364, 2.73558], [5.22157, -2.79430, 2.27734], [4.76031, -3.05100, 0.70290], [3.45737, -4.03287, 0.54427], [2.15891, -3.33556, -0.19873], [1.37972, -2.28076, 0.82484], [-0.08626, -2.39232, 0.78823], [-0.74740, -1.46714, 1.71825], [-2.15434, -0.88035, 1.02959], [-3.36854, -0.69082, 2.15246], [-4.53173, -1.60006, 1.88767], [-5.44014, -1.28724, 3.04066], [-5.22837, -1.74521, 4.28823], [-6.75549, -0.29303, 2.85374], [-7.11905, 0.04120, 1.28875], [0.20056, -0.30795, 2.36684], [-0.66783, 0.90791, 2.59332], [0.80029, -0.68162, 3.87433], [0.92079, 1.00094, 4.77156], [2.43074, 1.05711, 5.87854], [3.56303, 2.08284, 5.25573], [1.35666, 0.16011, 1.52215], [1.74420, -0.74003, 0.37458], [1.07843, -0.29059, -1.07506], [1.98530, 0.95245, -1.73112], [1.12158, 2.32041, -1.47336], [1.96604, 3.71814, -1.60436], [3.52975, 3.63997, -1.12064], [3.74253, 3.07782, 0.41864], [2.63267, 3.39535, 1.33176], [2.82963, 4.70158, 1.98779], [4.06637, -2.80609, 5.16159], [5.29934, -4.10850, 5.81400], [4.95282, -2.53576, 6.81306], [5.89870, -1.16001, 4.44134], [6.99570, -1.70028, 5.88907], [8.17415, -2.35240, 3.64360], [7.76314, -3.87952, 4.72808], [6.26801, -4.79985, 3.00474], [7.33433, -3.71271, 1.86366], [4.34825, -3.05881, 3.01284], [5.55347, -1.65842, 2.33671], [4.67060, -2.01168, 0.17043], [5.68447, -3.61179, 0.19982], [3.75848, -4.96946, -0.12362], [3.19227, -4.49259, 1.61254], [2.42874, -2.77544, -1.19565], [1.38529, -4.22369, -0.38803], [1.80992, -2.53892, 1.90816], [-1.13013, -2.13674, 2.62994], [-1.97819, 0.09475, 0.40436], [-2.53648, -1.76124, 0.32022], [-2.91943, -1.02668, 3.19436], [-3.74327, 0.43697, 2.22749], [-6.62268, 0.73353, 3.42857], [-7.71112, -0.80323, 3.33583], [-8.27895, -0.01584, 1.12751], [-6.62918, -0.76206, 0.55795], [-6.76184, 1.13824, 1.07718], [-0.02940, -1.30995, 4.42612], [1.85018, -1.19713, 3.83740], [2.82270, -0.05859, 5.99371], [2.05604, 1.47292, 6.93274], [3.73791, 2.92564, 6.06033], [3.21591, 2.62600, 4.26087], [4.57293, 1.49707, 5.07609], [2.20256, 0.20116, 2.16775], [1.17786, 1.15986, 1.24335], [2.93436, -0.69907, 0.29601], [-0.03722, 0.06976, -0.97905], [1.07667, -1.18915, -1.84956], [3.01822, 0.89955, -1.18447], [2.09482, 0.83064, -2.91300], [0.52636, 2.35110, -0.46119], [0.29105, 2.35363, -2.33033], [1.43236, 4.49868, -0.87603], [1.89304, 4.22368, -2.68298], [4.06108, 2.84488, -1.83390], [4.03534, 4.69425, -1.19660], [4.69959, 3.64687, 0.84906], [4.03539, 1.92222, 0.44902], [3.25721, 4.62817, 3.08949], [3.53546, 5.43755, 1.40585], [1.75429, 5.21198, 2.05917], [-7.27788, -0.41911, -2.63212], [-6.65711, -1.84089, -1.78443], [-7.91334, 0.77364, -1.49256], [-6.46681, 0.03463, -3.20679], [-8.07958, -0.72906, -3.30680], [-4.52929, -3.02564, -5.11458], [-5.07580, -3.92884, -6.53265], [-4.65130, -1.28289, -5.38472], [-5.15132, -3.29743, -4.25833], [-3.48702, -3.28186, -4.90958], [4.45965, 3.47599, -5.14447], [3.01958, 2.75578, -4.41450], [5.38048, 4.40282, -3.95363], [5.09293, 2.67942, -5.54245], [4.15263, 4.14252, -5.95409], [-11.17213, 0.64569, -3.93698], [-9.79595, -0.25133, -4.59033], [-12.64071, -0.33810, -3.95876], [-10.95196, 0.93364, -2.90617], [-11.33398, 1.54017, -4.54338], [2.11012, 0.57966, -7.53537], [1.11585, 0.91634, -6.11290], [3.76695, 1.15053, -7.30279], [2.12662, -0.49875, -7.71064], [1.67691, 1.08748, -8.40050], [-2.91186, -4.17436, -1.10988], [-2.48812, -3.01329, -2.37388], [-3.72430, -5.58857, -1.79181], [-1.99916, -4.49796, -0.60369], [-3.58009, -3.69145, -0.39275], [-5.37040, -3.62465, -10.03203], [-4.87071, -2.16373, -10.89307], [-5.47052, -5.00685, -11.12955], [-4.63985, -3.84376, -9.24957], [-6.35207, -3.45483, -9.58317], [-10.09105, -1.18272, 5.35119], [-10.63757, -2.08592, 3.93312], [-10.21306, 0.56004, 5.08105], [-10.71308, -1.45450, 6.20744], [-9.04878, -1.43893, 5.55619], [2.46036, 1.07459, -11.70761], [3.08112, -0.34718, -10.85992], [1.82489, 2.26734, -10.56805], [3.27143, 1.52834, -12.28228], [1.65865, 0.76464, -12.38229], [5.25450, 8.32541, 1.70745], [4.82905, 7.22099, 3.02070], [4.39794, 7.90412, 0.21953], [4.98432, 9.34367, 1.99746], [6.33065, 8.26628, 1.52746], [-0.28988, 3.16514, 7.45115], [-1.28415, 3.50182, 8.87362], [1.36695, 3.73600, 7.68373], [-0.27338, 2.08673, 7.27588], [-0.72309, 3.67296, 6.58602]],
  "forces_ev_per_a": [[-0.002, 0.487, 0.667], [0.358, 0.025, 0.584], [-0.288, 0.844, -0.300], [0.696, -0.098, 0.276], [0.631, -0.033, -0.521], [1.164, -0.802, 0.415], [0.244, -0.289, -0.525], [-1.071, -0.606, 1.111], [1.133, 0.288, -0.430], [1.335, 1.311, 0.853], [-1.757, -0.447, 0.738], [-0.627, -0.984, -0.165], [1.408, 0.356, 0.706], [-0.548, 2.182, 2.968], [-0.066, -1.414, 6.022], [-0.659, 2.554, -8.388], [-0.570, -0.149, -0.861], [0.159, -0.317, 0.481], [-1.419, 0.305, 2.126], [1.924, -2.901, -1.052], [-0.925, 0.170, -0.059], [0.514, -0.676, -0.079], [0.835, -0.427, 0.377], [0.159, 0.099, 0.499], [0.660, 0.968, 0.780], [0.932, -2.044, -1.738], [0.470, 0.139, -0.656], [-1.369, -0.370, 0.334], [0.020, 0.752, -1.120], [-0.295, 1.423, 0.948], [-0.296, -1.111, -0.122], [1.576, 0.926, -0.064], [1.538, 0.591, -0.305], [-0.829, 1.318, 0.542], [1.948, -0.363, 0.959], [-0.301, 2.260, -0.338], [0.174, -0.950, -2.309], [0.924, -2.177, 1.150], [-1.357, -0.859, -1.888], [-1.808, -1.443, 1.037], [-0.868, 1.553, -1.388], [0.174, 2.222, -0.756], [-1.866, 0.034, 1.724], [1.561, 0.842, -1.410], [-0.879, -2.323, 0.153], [-0.101, -2.041, 0.857], [-2.023, 1.363, 0.920], [-0.648, 2.077, 1.387], [0.264, 1.152, -2.320], [-0.422, -1.351, 1.972], [1.606, 2.104, 0.121], [-1.023, 0.749, -2.056], [0.978, 1.544, -1.757], [-0.360, -1.973, 1.246], [1.047, 2.065, 1.392], [-1.017, 0.895, -1.979], [0.865, -2.447, -0.287], [0.174, -2.393, -0.971], [2.388, 0.737, -0.795], [2.314, 0.175, 0.444], [-0.996, 2.084, 1.708], [-0.624, -2.311, 0.056], [1.947, 1.018, -1.209], [-2.102, 0.732, -0.041], [-0.684, 2.482, -0.095], [0.863, -1.193, -2.489], [-0.157, -1.713, -1.679], [0.617, -1.384, 2.082], [-2.057, 1.309, 0.312], [-1.314, 0.284, -0.771], [0.226, -0.740, 0.069], [-2.650, 0.105, 0.130], [2.185, -0.850, 0.065], [0.024, 1.682, 2.036], [-1.848, 0.449, -1.342], [-0.045, 0.015, 2.849], [1.307, -0.306, -1.725], [1.662, -0.191, 1.935], [1.083, -1.669, -1.525], [0.260, -1.418, 2.519], [-0.844, 2.048, 1.537], [-1.017, -2.117, -0.039], [-1.853, -1.403, -0.966], [-1.075, 2.325, 0.008], [-0.800, -0.223, -2.253], [-1.443, -1.706, 0.870], [2.367, -1.130, -0.146], [0.150, 0.061, -0.448], [0.156, -0.245, -0.152], [-0.196, 0.165, -0.590], [-0.128, -0.121, 0.276], [0.461, 0.038, 0.603], [0.134, -0.240, 0.299], [-0.007, -0.093, 0.111], [0.031, 0.077, 0.111], [0.084, 0.116, -0.266], [-0.338, 0.107, -0.210], [0.163, 0.014, -0.336], [0.426, 0.175, -0.304], [0.145, 0.084, -0.126], [-0.187, 0.218, 0.269], [0.008, -0.149, 0.298], [-0.243, 0.390, 0.230], [-0.347, 0.137, -0.435], [0.051, 0.123, 0.036], [-0.002, -0.210, -0.258], [0.063, -0.339, 0.048], [-0.220, -0.242, -0.279], [-0.425, -0.313, -0.188], [0.069, -0.159, -0.316], [0.075, 0.296, 0.155], [0.195, -0.105, 0.409], [0.001, -0.174, 0.401], [0.151, 0.198, 0.125], [0.023, 0.070, 0.099], [-0.183, 0.079, -0.242], [0.044, -0.094, -0.269], [-0.055, -0.058, 0.325], [-0.002, 0.066, 0.108], [-0.032, -0.052, 0.094], [-0.130, 0.078, -0.357], [0.231, -0.018, -0.231], [0.111, -0.178, 0.330], [0.062, -0.072, 0.035], [0.066, 0.025, 0.076], [0.078, 0.124, -0.307], [-0.242, 0.107, -0.150], [0.023, -0.020, -0.433], [0.026, -0.047, -0.086], [-0.046, 0.217, -0.228], [-0.167, -0.100, 0.288], [0.155, 0.055, 0.302], [0.280, 0.342, 0.025], [0.140, 0.142, 0.150], [0.039, 0.059, -0.079], [-0.052, -0.332, -0.075], [-0.323, -0.108, 0.028], [-0.362, -0.154, -0.165], [-0.001, -0.065, -0.137], [0.045, 0.205, -0.015], [0.031, 0.264, 0.128], [0.160, -0.041, 0.280]],
  "mulliken_charge": [-0.71, -0.12, -0.70, -0.59, 0.01, -0.42, -0.82, -0.56, 0.45, -0.27, -0.29, -0.20, -0.41, -0.23, 0.54, -0.59, 0.07, -0.68, 0.63, -0.56, -0.66, 0.03, -0.15, -0.35, 0.35, 0.06, -0.43, 0.05, -0.22, -0.80, -0.30, -0.43, -0.10, -0.50, 0.02, 0.26, 0.28, -0.02, 0.38, 0.28, 0.30, 0.23, 0.32, -0.21, 0.15, 0.23, 0.45, 0.38, 0.33, 0.23, 0.23, -0.22, 0.41, 0.37, -0.48, 0.29, 0.24, 0.30, -0.21, 0.38, -0.02, 0.28, 0.38, 0.09, 0.14, 0.22, 0.30, -0.19, 0.19, 0.64, 0.17, -0.23, -0.07, 0.45, -0.09, 0.22, 0.09, 0.27, 0.32, 0.27, 0.27, 0.21, 0.46, 0.03, 0.21, -0.04, 0.25, 0.27, -0.20, -0.17, 0.24, -0.12, 0.09, -0.18, -0.18, 0.12, 0.14, -0.50, 0.01, -0.15, 0.26, 0.40, -0.18, -0.16, -0.15, 0.19, 0.30, -0.05, -0.15, -0.11, 0.31, -0.01, 0.10, -0.16, -0.16, 0.25, -0.02, 0.00, -0.16, -0.16, 0.06, 0.26, -0.26, -0.14, -0.15, 0.30, 0.24, -0.21, -0.14, -0.15, 0.26, 0.28, -0.31, -0.11, -0.13, 0.31, 0.28, -0.02, -0.16, -0.16, 0.12, 0.26],
  "fmax_ev_per_a": 8.8,
  "lumo_ev": -2.33,
  "charge": 1,
  "total_energy_ha": -12470.0945
}